1.
The following is a quantum chemistry calculation of a molecular structure, C44H53BCl3I4NO11PS in a non-equilibrium geometry, from the OMol25 dataset.

```
119
Properties=species:S:1:pos:R:3:forces:R:3:lowdin_charge:R:1
I 3.8640 -1.2891 -1.1512 0.099 0.163 -0.194 0.9617
I 0.8578 3.7846 2.8880 0.751 1.367 -0.814 0.8096
I -0.2359 0.8402 2.5774 -0.873 -1.452 -0.463 1.0147
I 3.0405 1.5804 -5.0895 -0.123 -0.395 0.032 1.0766
Cl -2.7760 -0.5268 0.5473 0.444 0.532 -0.497 0.8240
Cl -5.5229 -0.2966 -0.4508 0.264 0.004 0.101 0.7626
Cl -4.4351 3.0780 0.3727 0.581 -0.381 -0.477 0.8212
S 1.8158 5.0471 -0.2318 -0.653 0.145 0.023 0.2223
P 1.0384 3.8725 -1.5661 1.542 0.804 -0.143 0.4748
O -0.2130 0.1528 -0.1309 -1.093 -0.566 -0.141 -0.2888
O 6.2541 -6.4245 -6.3656 0.028 -0.007 0.024 0.1238
O 1.2178 0.9490 10.2311 0.073 0.101 -0.068 0.0989
O -3.0490 4.7520 -0.9127 0.242 -0.598 -0.388 0.0828
O 0.3009 -2.4064 11.6117 -0.022 -0.003 -0.068 0.1008
O 1.9829 -3.5221 -7.5315 -0.012 0.027 0.054 0.0895
O 0.1526 3.1960 -5.0671 0.350 -0.674 0.525 0.0704
O -3.2796 -0.1413 14.7874 -0.030 0.003 0.010 0.1097
O 0.1780 -0.7941 5.3426 -0.002 0.077 -0.115 0.0101
O -1.3765 -2.3301 -1.6503 -0.165 0.214 0.522 -0.0423
O -0.0291 -1.2906 -4.1380 0.240 0.448 0.523 -0.1560
N -1.8888 1.2997 -1.4678 0.146 0.124 0.748 -0.0051
C 0.9797 0.5501 9.1127 0.011 -0.043 -0.001 -0.3687
C -2.3106 2.7139 -1.7090 -0.699 -0.157 -1.509 -0.0500
C -0.3456 1.0852 -3.6046 0.079 0.496 0.514 -0.1660
C -0.2492 -2.3023 -0.7788 0.051 -0.565 -0.118 -0.3975
C -0.5747 1.4011 -0.5765 1.897 -0.908 2.021 -0.3195
C 0.7026 1.9662 -1.3348 0.122 0.927 -0.166 -0.3451
C -4.2660 0.5842 -1.2329 -0.129 0.690 -1.011 -0.7616
C -1.4692 0.5237 -2.7023 0.510 -1.981 -1.067 -0.1609
C -0.6846 -2.6285 -6.0910 0.387 0.213 0.320 -0.0447
C 2.9624 -4.1893 -7.2646 0.017 -0.015 -0.043 -0.3751
C 1.8084 -0.2912 6.9640 0.036 0.008 0.005 0.0253
C -0.5190 -1.8881 12.3408 0.006 -0.004 0.023 -0.3825
C -0.6617 3.5242 1.3145 -1.243 0.387 1.637 -0.7576
C 0.4183 -0.9382 -0.7299 0.975 -1.023 -1.347 -0.2198
C -2.5486 -0.0708 -3.4990 -1.526 0.740 -1.235 -0.0740
C -2.4591 -0.6587 14.0622 -0.010 0.033 0.022 -0.3878
C 0.9852 1.4452 -2.8041 -0.692 0.361 -0.493 -0.2613
C -2.3558 -2.1358 13.9472 0.025 -0.058 -0.029 0.0214
C 0.4167 -0.3932 6.4648 0.021 -0.009 0.026 -0.3839
C 2.0706 0.1455 8.1923 0.040 -0.008 -0.048 0.0356
C -1.5195 0.1574 13.2534 0.021 -0.047 -0.049 0.0263
C 1.8906 1.7597 -0.3860 0.226 -0.550 0.362 -0.1327
C -1.4574 -2.7058 13.1488 -0.034 -0.026 0.034 0.0186
C 2.2262 0.5727 -3.2225 1.204 0.124 -0.009 -0.4719
C -3.1809 3.5720 -0.7988 -0.366 1.364 0.868 -0.6890
C 4.1121 -6.3536 -7.3372 -0.071 0.005 -0.023 0.0288
C -0.4203 -2.9879 0.5641 -0.038 0.164 0.388 -0.0359
C -0.6745 0.0104 7.3834 -0.041 0.005 0.025 0.0269
C -0.6200 -0.4125 12.4551 -0.016 0.068 0.044 0.0191
C 3.6220 0.3687 -2.5712 0.535 0.655 -0.111 -0.8233
C -1.9040 4.0888 2.1031 0.191 -0.140 -0.206 -0.2324
C 0.4277 -2.2251 -5.1059 -0.590 -0.912 -0.021 -0.2246
C -0.4139 0.4472 8.6119 -0.044 -0.013 -0.015 0.0319
C -4.8655 1.4083 -2.3283 -0.997 0.169 -0.921 -0.1476
C -0.9427 2.0413 0.8797 0.437 0.998 0.457 -0.5510
C 3.0386 -5.6240 -7.6288 0.015 -0.043 -0.001 0.0228
C 5.2006 -4.3238 -6.2695 -0.027 0.080 0.024 0.0283
C -3.4026 -0.4322 -4.2782 1.194 0.270 1.559 0.1861
C 4.5030 1.5871 -2.1863 -0.749 -0.732 1.479 -0.1966
C -2.1948 2.4884 -5.2870 -0.129 -0.332 0.408 0.0279
C -0.1218 0.0048 -4.6721 0.429 -0.518 -1.179 -0.2239
C 5.2785 -5.7622 -6.6335 0.020 -0.038 -0.020 -0.3821
C -2.9899 0.5046 -0.8424 -1.149 -0.741 1.419 -0.5870
C 4.1265 -3.5965 -6.5620 0.017 0.003 0.038 0.0175
B -0.7759 2.2846 -4.6042 -0.915 0.791 -0.593 -0.4863
H -0.6990 -4.0371 0.4711 -0.112 -0.030 -0.229 0.0908
H -1.6832 -0.0716 6.9988 0.015 -0.019 -0.033 0.1237
H -1.4864 3.3534 -2.0044 0.528 -0.201 0.735 0.0967
H -2.5155 4.7034 1.4499 -0.275 -0.239 -0.107 0.0405
H -2.0028 1.9420 1.0914 -0.174 -0.279 -0.634 -0.0030
H 5.4834 1.5197 -2.6382 0.006 0.168 -0.326 0.0825
H 1.9828 -0.4333 -3.5407 -0.535 0.091 -0.245 0.0614
H 1.6792 2.0938 0.6259 -0.149 0.071 0.032 0.0158
H 2.5892 -0.5909 6.2766 -0.027 -0.016 -0.022 0.1233
H 2.2386 0.7329 -0.3251 -0.340 -0.091 -0.021 0.0181
H -4.2684 -0.7354 -4.8014 -0.143 -0.275 -0.419 0.0693
H -1.9016 -3.0891 -1.3881 -0.272 -0.068 -0.117 0.1042
H -4.2935 1.6210 -3.2190 0.436 -0.130 0.264 0.0404
H 0.7882 0.1860 -5.2500 0.073 0.350 0.259 0.0492
H 1.3400 -1.8928 -5.6053 -0.047 0.290 -0.075 0.1045
H 0.6860 -3.1172 -4.5430 0.172 0.040 0.280 0.1234
H -0.5606 4.2796 0.5443 0.903 -0.314 -0.264 -0.0003
H -0.4674 -2.2878 -7.0953 -0.150 -0.033 -0.211 0.0731
H -2.4794 3.2915 2.5697 -0.120 -0.011 -0.006 0.0619
H 0.5280 2.9336 -5.9151 0.217 0.402 -0.123 0.0845
H 0.5527 -2.9818 1.0528 0.094 -0.025 0.080 0.0922
H 4.2031 -0.0938 -3.3482 -0.244 -0.438 -0.324 -0.0166
H -1.1958 0.7459 9.2989 0.024 0.007 0.024 0.1244
H 2.1786 -6.0369 -8.1405 -0.015 0.039 -0.008 0.1237
H 0.0739 0.1646 11.8571 -0.014 -0.037 0.058 0.0874
H -2.8113 2.7136 -2.6754 -0.500 -0.104 0.160 0.1173
H 3.0792 0.2263 8.5765 -0.018 0.008 0.045 0.1271
H 0.7579 -0.7766 -1.7570 -0.148 0.425 0.077 0.1002
H -3.0489 -2.7135 14.5453 -0.017 0.039 0.019 0.1224
H -1.0979 -0.4322 -2.3167 0.211 0.412 0.503 0.1196
H -2.2159 1.8031 -6.1416 -0.099 -0.085 -0.038 0.0915
H -5.7252 0.8669 -2.7189 -0.007 -0.199 0.014 0.0833
H -1.6362 -2.2359 -5.7387 -0.064 0.162 -0.030 0.0650
H 0.5196 -2.8992 -1.2884 0.268 0.144 0.006 0.1450
H 4.6555 1.5296 -1.1096 0.232 0.231 0.060 0.0500
H -5.3066 2.3485 -2.0099 0.076 0.062 0.504 0.0736
H 2.1599 3.7592 -2.4192 -0.663 -0.523 -0.384 -0.0064
H -2.3312 3.4838 -5.6999 0.241 0.170 0.062 0.0795
H -1.6063 4.7641 2.8932 0.136 0.034 0.078 0.0183
H -3.0767 2.2456 -4.6977 -0.014 -0.119 -0.108 0.0321
H -0.7820 -3.7077 -6.0765 0.021 -0.152 -0.296 0.0768
H -1.6092 1.2320 13.3511 -0.021 -0.004 0.038 0.1232
H 4.1879 -7.4021 -7.5949 0.042 -0.002 0.015 0.1261
H 1.3323 -1.1655 -0.1903 -0.029 0.438 0.395 0.0294
H 2.7628 2.3245 -0.6916 -0.100 0.233 -0.125 0.0408
H 6.0605 -3.9098 -5.7583 0.026 -0.045 -0.006 0.1244
H 0.0933 4.4646 -2.4407 -0.190 -0.320 0.114 0.0113
H -1.3677 -3.7802 13.0506 0.034 0.005 -0.020 0.1212
H -0.8831 0.0369 -5.4586 -0.425 -0.017 0.272 0.1273
H 1.2059 2.3704 -3.3187 0.320 0.046 -0.012 -0.0057
H 4.0504 -2.5467 -6.3053 -0.022 0.012 -0.037 0.1138
H -1.1095 -2.5095 1.2554 -0.106 0.119 -0.112 0.0465
H 4.0013 2.5324 -2.3564 0.177 0.154 -0.417 0.0378
```
Positions in Å, forces in eV/Å.

Values from the calculation:
Total charge: +1
LUMO: -3.3 eV


2.
The following is a quantum chemistry calculation of 2 unconnected molecules or ions with the total composition C44H53F3IN3O2S in a non-equilibrium geometry, from the OMol25 dataset.

```
107
Properties=species:S:1:pos:R:3:forces:R:3:lowdin_charge:R:1
I -4.7042 5.7938 2.0628 -0.353 -0.481 0.385 0.9865
S -2.3089 4.6270 -0.2667 -1.113 1.190 -1.002 1.0252
F -0.2627 5.3481 -1.8403 -0.869 0.919 1.570 0.0503
F -1.3463 7.0823 -0.9346 0.552 -1.876 0.172 0.0807
F -0.0304 5.8136 0.3351 -1.362 -0.242 -1.621 0.0429
O -3.4733 5.3171 -1.3660 1.864 0.074 -0.289 -0.4369
O 7.1240 0.6334 2.1112 0.086 0.725 -0.182 -0.1024
N -0.2220 -0.8511 0.2189 1.472 -0.791 0.529 -0.0129
N 1.7312 -1.7658 0.4034 -2.889 1.456 -0.597 0.0357
N 0.4279 -2.0435 0.2201 1.081 0.345 -0.925 0.1406
C 3.6199 -5.0250 0.2684 0.240 0.239 -0.529 -0.0393
C 3.8383 -1.1801 -1.6819 -0.258 0.039 0.829 -0.3693
C 4.7410 -4.6695 -0.4744 0.291 0.239 0.108 -0.0525
C 0.6454 0.2537 0.4070 -1.861 1.442 -0.455 -0.2258
C 5.7848 0.5633 1.8818 -0.698 -0.071 -0.351 -0.2804
C -0.9433 5.7911 -0.7167 0.709 0.518 -0.114 -0.7269
C -3.6596 -1.9627 0.9384 -0.344 0.408 0.161 -0.0347
C -1.5343 0.1338 -2.2204 0.211 -0.441 0.619 -0.3529
C -5.4731 6.6721 -1.0382 0.163 0.945 0.701 -0.0911
C 0.7654 -5.8439 0.5234 -0.037 0.200 -0.116 -0.0559
C 1.8138 -5.1330 2.6772 0.030 0.082 0.069 -0.0580
C -1.7308 -0.7453 -3.4740 -0.002 0.036 0.275 -0.0639
C 5.1996 -0.6974 2.1732 0.714 1.055 0.236 0.0016
C 1.8875 -0.3902 0.6105 0.510 -1.215 0.230 -0.1348
C 3.6577 1.3501 1.0297 -0.493 -0.728 -0.364 -0.0077
C -3.6433 -0.7851 -1.1826 -0.266 0.278 0.560 -0.0621
C 3.8017 -2.4462 -0.8031 -0.157 0.541 -0.106 -0.1195
C 2.7193 -2.7717 0.0487 0.316 -1.065 -0.210 -0.0711
C 2.5919 -4.1038 0.5100 0.151 -0.215 0.398 -0.1180
C -5.1698 4.1015 0.8699 0.142 -0.296 -0.190 -0.6192
C 7.8437 1.8287 1.7396 -0.330 -0.595 0.236 -0.0644
C -5.4892 1.6914 -0.5057 0.269 0.496 -0.370 -0.0672
C -1.6542 -0.9205 0.1597 -0.088 -0.651 -0.473 -0.0800
C 0.1618 1.5718 0.3020 0.887 -1.437 0.604 0.0049
C 1.4033 -4.6773 1.2788 0.046 0.695 -0.021 -0.3885
C 3.3139 -1.5033 -3.0809 -0.087 -0.117 0.046 -0.0508
C -5.6582 2.9075 -1.1748 -0.105 -0.057 0.485 -0.0228
C -1.8195 1.6197 -2.4625 -0.083 0.150 0.114 -0.0644
C 4.9715 1.6226 1.3949 0.936 -0.474 0.488 -0.0168
C 3.1305 0.0457 1.1636 0.871 1.032 0.959 -0.1808
C -2.2970 -0.4885 -1.0222 0.546 0.032 -0.482 -0.1050
C -1.5660 -2.3069 2.3417 0.257 -0.415 -0.727 -0.3793
C -5.3476 4.1243 -0.5286 -0.078 -0.210 -0.050 -0.2210
C -4.9320 5.3015 -1.4038 -0.358 0.092 0.415 -0.5564
C -2.3084 -1.7156 1.1308 0.263 0.062 0.172 -0.1024
C -5.0520 2.8740 1.5485 0.667 0.103 -0.718 -0.1522
C 4.8434 -3.3656 -0.9638 -0.362 -0.120 -0.311 -0.0277
C -5.2846 5.2116 -2.9004 0.378 -0.201 -0.343 -0.0375
C 3.8686 -0.8792 1.9418 -0.645 0.097 -0.635 -0.0308
C -4.9661 1.7025 0.7952 -0.906 -0.010 0.022 -0.0635
C 5.2124 -0.5125 -1.6991 0.004 0.180 -0.064 -0.0625
C -4.3353 -1.4084 -0.1465 0.050 -0.468 -0.345 -0.0891
C -1.2077 -1.2570 3.3760 -0.024 0.308 0.070 -0.0482
C -2.2520 -3.5063 3.0044 -0.010 0.151 -0.077 -0.0754
H -5.9809 2.9236 -2.2252 0.271 -0.061 0.584 0.1141
H 7.7108 2.0635 0.6701 0.040 -0.138 0.347 0.0954
H 5.7100 -3.0411 -1.5560 -0.439 -0.355 0.219 0.1178
H -5.4131 -1.5126 -0.1920 0.007 -0.225 -0.185 0.1089
H 2.2918 -1.8977 -3.0125 0.210 -0.027 -0.099 0.0816
H -4.7445 4.4050 -3.4006 -0.229 -0.092 0.052 0.0852
H 5.6724 -0.5254 -0.7051 -0.038 -0.032 -0.167 0.0741
H -4.9325 6.1541 -3.3519 -0.128 -0.517 0.074 0.0892
H 3.9523 -2.2400 -3.5865 -0.158 0.143 0.054 0.0843
H -0.4803 0.0867 -1.9289 -0.021 -0.044 -0.265 0.1119
H 5.8026 -1.4900 2.6048 0.007 0.252 0.134 0.1235
H 0.8489 2.4223 0.3633 -0.489 -0.418 0.084 0.0257
H 5.3841 2.6342 1.2937 -0.221 -0.514 -0.025 0.1089
H -1.5619 -1.8005 -3.2134 -0.059 0.245 -0.175 0.0851
H 3.2727 -0.5868 -3.6761 0.080 -0.094 -0.035 0.0822
H -6.3756 5.1465 -3.0902 0.602 -0.087 0.302 0.1081
H -1.5603 -3.9342 3.7450 -0.258 0.135 -0.131 0.0786
H -4.5205 0.8064 1.2163 -0.534 -0.056 0.190 0.0970
H -2.7441 -0.6472 -3.8910 0.259 -0.024 0.104 0.0742
H 0.4861 -5.5464 -0.4909 0.004 -0.069 0.075 0.0882
H -3.1677 -3.1946 3.5226 0.118 -0.200 -0.031 0.0778
H -0.9282 1.7096 0.3300 0.702 0.063 -0.035 0.0282
H -1.0132 -0.4584 -4.2512 -0.147 -0.016 0.113 0.0772
H -1.3806 2.2115 -1.6512 -0.148 -0.130 -0.309 0.0148
H 2.3292 -4.3398 3.2274 -0.095 -0.070 -0.006 0.0808
H -2.8900 1.8636 -2.4974 0.104 -0.177 -0.114 0.0719
H 1.4611 -6.6867 0.4619 -0.161 0.042 -0.026 0.0739
H -4.1418 -0.5042 -2.1173 0.120 -0.030 0.495 0.1185
H -0.6254 -2.7001 1.9361 -0.310 0.175 0.246 0.0854
H 0.6772 -3.8644 1.3405 0.017 -0.455 0.212 0.0801
H -4.8873 2.8485 2.6225 0.187 0.082 -0.244 0.0888
H -5.0573 7.0795 -0.1088 -0.406 -0.245 -0.441 -0.0299
H 0.9307 -5.4446 3.2434 0.109 0.022 0.003 0.0768
H 3.1484 -0.4349 -1.2645 0.190 -0.339 -0.099 0.1110
H -0.1343 -6.1714 1.0505 0.053 -0.043 -0.050 0.0786
H -2.1147 -0.8485 3.8395 0.165 -0.043 0.010 0.0881
H -5.7010 0.7584 -1.0414 0.315 0.487 0.341 0.0926
H 3.0103 2.1194 0.6008 0.416 -0.172 0.038 0.1065
H -5.1811 7.3859 -1.8150 -0.079 -0.150 0.082 0.0838
H 5.8908 -0.9765 -2.4248 -0.044 0.059 0.141 0.0778
H -1.3487 1.9509 -3.4018 -0.179 -0.144 0.243 0.0887
H 2.4938 -5.9883 2.6086 -0.076 0.075 0.102 0.0754
H 3.5239 -6.0460 0.6557 0.021 0.477 -0.241 0.1119
H -4.2059 -2.5765 1.6590 0.139 0.323 -0.224 0.1108
H 5.5325 -5.3966 -0.7028 -0.368 0.344 0.280 0.1108
H 8.8795 1.5492 1.9578 -0.191 0.389 -0.173 0.0917
H 7.5371 2.6941 2.3505 0.097 -0.316 -0.169 0.0934
H -0.5831 -1.7175 4.1488 -0.100 0.171 -0.004 0.0830
H -6.5719 6.6597 -0.9925 0.304 -0.060 0.109 0.1058
H 3.3404 -1.7450 2.3336 0.324 -0.109 -0.301 0.1200
H -2.4890 -4.2948 2.2794 -0.047 0.178 0.123 0.0845
H -0.6540 -0.4271 2.9259 -0.038 -0.035 0.091 0.0746
H 5.0753 0.5377 -1.9779 0.173 -0.132 -0.084 0.0858
```
Positions in Å, forces in eV/Å.

Values from the calculation:
Energy above the lowest of the compared OMol25 structures with the same formula, charge and spin: 34.0 kcal/mol
LUMO: 0.1 eV


Number 1: Kohn-Sham gap 6.66 eV, energy -161251.8834 eV. Number 2: Kohn-Sham gap 6.18 eV, energy -82137.0882 eV.